1.
A structure of composition C2H4N4, computed with ωB97M-V with the def2-TZVPD basis set.

Last column: natural (NBO) charge in e.
Cartesian coordinates (Å):
C -0.5934 -0.1022 0.7529  -0.081
C 0.0823 -0.0684 -0.4143  0.151
N -1.2406 0.0105 -2.2777  -0.344
N -0.0757 -0.1108 -1.8411  -0.141
N 0.6085 0.1441 1.4617  -0.432
N 1.3398 0.0880 0.2084  -0.429
H -1.5243 -0.1536 1.1804  0.213
H -1.3730 -0.0488 -3.2935  0.325
H 0.8002 -0.5438 2.1580  0.367
H 1.8313 0.9645 0.1394  0.371

Calculated values
total charge = 0
HOMO-LUMO gap = 8.916 eV



2.
An isolated molecule of C5H5NO, computed with ωB97M-V with the def2-TZVPD basis set.

Last column: natural (NBO) charge in e.
Cartesian coordinates (Å):
C -2.4204 1.0970 -0.7664  -0.130
C -1.4363 0.4125 -0.8869  -0.139
C -0.2759 -0.4681 -0.9638  0.498
O -0.3356 -1.5307 -1.5450  -0.475
C 0.9674 -0.0068 -0.2425  -0.181
C 0.9102 0.1322 1.2294  -0.247
N 1.6621 -0.9558 0.6068  -0.560
H -3.3037 1.6907 -0.6737  0.241
H 1.6044 0.6558 -0.8308  0.226
H -0.0453 -0.0739 1.7131  0.199
H 1.5173 0.8862 1.7247  0.205
H 1.1558 -1.8392 0.6350  0.363

Calculated values
structure (SMILES) = C#CC(=O)[C@H]1CN1
total charge = 0
HOMO-LUMO gap = 9.919 eV



3.
A cluster of 10 separate species, C29H84N6O11 in total, computed with ωB97M-V with the def2-TZVPD basis set.

Last column: Mulliken spin population.
Cartesian coordinates (Å):
C -17.5574 -9.6411 -28.3410  0.640
O -18.3709 -10.5545 -27.6081  -0.214
H -17.4994 -8.6252 -27.9502  -0.070
H -16.5283 -9.9942 -28.2754  0.083
H -17.7273 -9.6398 -29.4176  0.109
H -19.2561 -10.2056 -27.4807  0.068
C -21.4740 -9.6455 -28.5018  1.440
O -21.1015 -9.7825 -27.1405  -1.271
H -22.3943 -10.2170 -28.6220  -0.294
H -21.7525 -8.6084 -28.6886  -0.206
H -20.6912 -10.0812 -29.1227  0.039
H -21.7721 -9.3521 -26.6051  0.324
C -17.1662 -16.7752 -24.9327  0.018
O -17.8423 -17.7206 -24.1403  -0.097
H -17.7844 -15.9494 -25.2849  0.030
H -16.3066 -16.3646 -24.4030  0.041
H -16.7357 -17.2980 -25.7868  0.025
H -17.8581 -17.5156 -23.2026  0.026
C -26.3036 -14.8686 -26.4352  0.064
C -25.3906 -15.1743 -25.2686  -0.048
C -23.8538 -15.0842 -25.5898  0.046
O -23.5814 -15.6851 -26.8429  -0.223
C -22.5105 -15.2303 -27.6114  0.174
N -25.7943 -14.2111 -24.2895  0.032
H -27.3160 -14.8874 -26.0318  -0.011
H -26.1150 -15.5716 -27.2466  0.006
H -26.1491 -13.8202 -26.6904  -0.010
H -25.6389 -16.1385 -24.8250  -0.009
H -23.2798 -15.5745 -24.8036  0.025
H -23.5277 -14.0458 -25.5322  0.006
H -21.6032 -15.3372 -27.0170  0.119
H -22.6748 -14.1662 -27.7809  0.087
H -22.3118 -15.6750 -28.5866  -0.014
H -26.7797 -14.3151 -24.0936  -0.012
H -25.1433 -14.3052 -23.5231  -0.008
C -19.5136 -16.4098 -33.1214  0.042
C -19.9587 -15.0064 -33.7269  -0.209
C -20.8018 -15.0442 -35.0890  0.251
O -21.2476 -13.7551 -35.3429  -0.436
C -20.3640 -12.9057 -35.9697  0.575
N -20.7009 -14.1790 -32.7727  -0.030
H -20.3098 -17.1395 -33.2684  -0.008
H -19.2766 -16.2821 -32.0651  0.010
H -18.5111 -16.7093 -33.4271  -0.061
H -19.1230 -14.4319 -34.1266  0.140
H -21.5781 -15.7544 -34.8041  0.051
H -20.1538 -15.5022 -35.8363  0.023
H -19.9774 -12.1644 -35.2704  -0.130
H -20.7349 -12.4631 -36.8942  -0.060
H -19.4693 -13.3807 -36.3722  0.037
H -20.8820 -13.3348 -33.2968  0.056
H -21.6272 -14.5737 -32.6932  -0.065
C -19.6596 -11.7265 -20.5613  0.026
C -19.1808 -10.7658 -21.6264  0.031
C -19.1274 -11.4202 -23.0405  -0.136
O -20.3844 -11.9132 -23.3886  -0.066
C -20.2264 -12.9849 -24.3055  -0.323
N -20.2136 -9.6386 -21.6630  0.010
H -19.0284 -12.6055 -20.4309  -0.013
H -20.6286 -12.1679 -20.7943  0.011
H -19.6118 -11.2433 -19.5854  -0.003
H -18.1950 -10.4488 -21.2860  -0.013
H -18.3259 -12.1567 -22.9831  -0.018
H -18.8676 -10.6267 -23.7412  0.087
H -19.8364 -13.8452 -23.7615  -0.016
H -19.6030 -12.7233 -25.1605  0.150
H -21.1864 -13.3859 -24.6307  0.144
H -20.0734 -8.9248 -22.3635  0.001
H -20.9701 -10.2422 -21.9522  -0.006
C -15.9469 -13.1912 -24.8214  0.054
C -15.0039 -12.0719 -25.4147  0.027
C -14.3470 -12.5292 -26.7383  0.033
O -13.5464 -13.7613 -26.5596  -0.030
C -13.4579 -14.6139 -27.6956  0.064
N -15.7281 -10.8021 -25.4230  0.058
H -16.5320 -12.7794 -23.9991  -0.041
H -15.3909 -14.0272 -24.3970  0.010
H -16.5794 -13.6976 -25.5506  -0.018
H -14.1649 -12.0454 -24.7193  0.001
H -13.5639 -11.8459 -27.0669  -0.004
H -15.0444 -12.6430 -27.5682  0.011
H -14.4114 -15.1250 -27.8285  -0.011
H -12.6643 -15.3592 -27.7487  -0.003
H -13.2662 -14.0417 -28.6033  0.004
H -16.4264 -10.8783 -26.1487  -0.017
H -15.2540 -9.9119 -25.4753  -0.029
C -19.7212 -17.8052 -28.0943  -0.006
C -19.3312 -19.2246 -27.7202  0.009
C -17.8736 -19.6322 -27.8041  0.015
O -17.4542 -19.5949 -29.1637  -0.033
C -16.0511 -19.5282 -29.3156  0.042
N -19.8656 -19.5383 -26.3992  0.003
H -20.7987 -17.7191 -28.2346  0.028
H -19.3672 -17.5328 -29.0886  -0.003
H -19.3545 -17.1291 -27.3220  0.013
H -19.9058 -19.8490 -28.4044  0.006
H -17.7975 -20.6711 -27.4834  0.000
H -17.2381 -19.0211 -27.1632  -0.007
H -15.5627 -20.3847 -28.8508  0.000
H -15.6817 -18.5608 -28.9753  0.009
H -15.9691 -19.5512 -30.4022  -0.011
H -19.3723 -19.1771 -25.5952  -0.008
H -20.8414 -19.2789 -26.3721  -0.003
C -13.7798 -9.5036 -33.3635  0.071
C -15.2658 -9.3891 -33.4247  -0.015
C -15.9561 -10.7052 -33.0257  0.253
O -15.5284 -11.1692 -31.7713  -0.155
C -16.2005 -12.3674 -31.3509  0.019
N -15.7053 -8.2436 -32.6463  0.014
H -13.2016 -8.7342 -33.8753  -0.033
H -13.4685 -10.3971 -33.9045  -0.012
H -13.3803 -9.5756 -32.3519  0.005
H -15.5161 -9.0341 -34.4244  -0.006
H -15.7369 -11.4906 -33.7491  0.035
H -17.0361 -10.5630 -33.0640  -0.083
H -15.7866 -13.2395 -31.8571  0.016
H -17.2706 -12.2674 -31.5323  0.067
H -16.0729 -12.5666 -30.2869  0.054
H -15.0122 -7.5167 -32.7526  -0.002
H -15.6573 -8.5249 -31.6774  0.003
C -18.4421 -14.1764 -27.7608  -0.006
C -18.9912 -13.6254 -29.1684  -0.879
O -19.8303 -14.4882 -29.8941  0.015
O -17.5054 -15.2032 -27.8732  0.065
H -19.2725 -14.4738 -27.1204  0.023
H -17.9439 -13.3279 -27.2919  -0.060
H -18.1718 -13.5134 -29.8784  0.145
H -19.5242 -12.6890 -29.0040  0.293
H -20.2609 -14.1455 -30.6807  0.041
H -18.0212 -15.9727 -27.6212  0.000

Calculated values
multiplicity = 2
total charge = -1
HOMO-LUMO gap (spin up / spin down) = 1.486 / 9.160 eV



Question: Which of these has the lowest total charge?
Answer: C29H84N6O11



Question: Which of these has the lowest total charge?
Answer: C29H84N6O11



Question: Look up the total charge of the first one.
Answer: 0